(1)
C5H10O as an isolated structure. Source: OMol25; level of theory: ωB97M-V/def2-TZVPD.

Last column: natural (NBO) charge in e.
CARTESIAN COORDINATES (ANGSTROEM)
C -0.5868 1.7190 -0.5475  -0.66
C -0.1619 0.3711 -0.0723  0.37
O 0.2316 0.7941 1.7676  -0.93
C 1.0036 -0.4658 -0.5678  -0.46
C 0.1740 -1.7355 -0.2208  -0.39
C -0.8994 -0.7875 0.3238  -0.60
H -0.9251 1.6249 -1.5873  0.23
H 0.2347 2.4397 -0.5110  0.23
H -1.4185 2.0940 0.0540  0.24
H 1.1498 0.6111 2.0241  0.47
H 1.1614 -0.3254 -1.6433  0.22
H 1.9615 -0.3313 -0.0572  0.21
H 0.6325 -2.4278 0.4947  0.19
H -0.1085 -2.3033 -1.1136  0.20
H -0.4054 -0.2470 1.5287  0.46
H -1.9801 -0.9080 0.2973  0.22

As for the spin multiplicity: 1. The HOMO energy comes out at -0.2992 Eh. Its molar mass is 86.13 g mol⁻¹. The strongest force on any atom comes out at 0.43 eV/A. For the relative energy (zero: lowest compared OMol25 entry of this formula, charge and spin), the calculation gives 373.78 kJ/mol. Its HOMO-LUMO gap is 9.0841 eV. The net charge is 0.


(2)
A 2-piece molecular cluster, C10H16 overall. Source: OMol25; level of theory: ωB97M-V/def2-TZVPD.

Last column: natural (NBO) charge in e.
CARTESIAN COORDINATES (ANGSTROEM)
C 2.4923 0.1643 0.3696  -0.65
C 1.5028 -0.5430 1.2380  -0.01
C 0.7935 0.0092 2.2676  -0.24
C -0.2563 -0.7758 2.8335  -0.19
C -0.4103 -2.1283 2.5490  -0.22
C 0.2140 -2.5584 1.3183  -0.20
C 1.1972 -1.8475 0.7491  -0.23
H 3.4479 -0.2928 0.6891  0.23
H 2.6277 1.1773 0.7698  0.21
H 2.3338 0.3319 -0.6896  0.23
H 1.0154 0.9970 2.6513  0.22
H -1.0410 -0.4462 3.5038  0.21
H -0.9067 -2.7628 3.2653  0.22
H -0.2895 -3.4802 1.0146  0.21
H 1.7445 -2.1844 -0.1269  0.21
C -1.4718 0.4526 -2.9963  -0.61
C -1.0745 0.9887 -1.5914  -0.40
C -1.3195 2.4792 -1.4396  -0.61
H -0.9378 -0.4778 -3.1763  0.20
H -2.5292 0.2069 -2.9578  0.20
H -1.2783 1.1124 -3.8394  0.20
H -0.0486 0.6109 -1.3761  0.19
H -1.6518 0.3772 -0.8842  0.20
H -0.4738 3.0782 -1.7923  0.21
H -1.4418 2.7619 -0.3965  0.21
H -2.2380 2.7496 -1.9526  0.20

As for the spin multiplicity: 1. The HOMO energy comes out at -0.3207 Eh. Its molar mass is 136.24 g mol⁻¹. The strongest force on any atom comes out at 4.20 eV/A. For the relative energy (zero: lowest compared OMol25 entry of this formula, charge and spin), the calculation gives 150.75 kJ/mol. Its HOMO-LUMO gap is 9.6482 eV. The net charge is 0.


(3)
C23H23I2MnN6OS as an isolated structure. Source: OMol25; level of theory: ωB97M-V/def2-TZVPD.

Last column: Löwdin spin population.
CARTESIAN COORDINATES (ANGSTROEM)
Mn -0.4869 0.2401 0.4114  0.96
I 0.4838 -6.4075 2.3211  0.00
C 0.2990 -4.3315 2.3359  0.00
C -0.7572 -3.7368 3.0099  0.00
C -0.8882 -2.3568 2.9941  0.00
I -2.5335 -1.4636 3.9136  0.00
C 0.0252 -1.5337 2.3238  0.00
O -0.1222 -0.2165 2.2620  0.02
C 1.0908 -2.1683 1.6525  0.00
C 2.0293 -1.2856 0.8879  0.00
N 1.2813 -0.6383 -0.2208  -0.01
C 2.0413 0.4209 -0.9005  0.00
C 1.1102 1.2705 -1.7313  0.00
C 1.5341 1.9658 -2.8522  0.00
C 0.6268 2.7597 -3.5328  0.00
C -0.6848 2.8297 -3.0840  0.00
C -1.0345 2.1033 -1.9647  0.00
N -0.1579 1.3455 -1.2957  0.00
C 1.2197 -3.5474 1.6557  0.00
H -1.4828 -4.3430 3.5345  0.00
H 2.8721 -1.8601 0.4948  0.00
H 2.4145 -0.4907 1.5299  0.00
H 1.1095 -1.3767 -0.9096  0.00
H 2.8505 0.0197 -1.5172  0.00
H 2.5044 1.0532 -0.1369  0.00
H 2.5614 1.8839 -3.1804  0.00
H 0.9366 3.3150 -4.4080  0.00
H -1.4235 3.4320 -3.5922  0.00
H -2.0464 2.1099 -1.5784  0.00
H 2.0393 -4.0102 1.1191  0.00
N -2.0714 1.3682 1.2681  0.00
C -3.3549 0.8373 0.8916  0.00
C -4.5494 1.4507 1.1323  0.00
C -5.7610 0.8002 0.8082  0.00
C -5.7558 -0.4634 0.2916  0.00
C -4.5296 -1.1192 0.0293  0.00
C -4.4341 -2.4421 -0.4621  0.01
C -3.2050 -2.9935 -0.6733  0.00
C -2.0541 -2.2139 -0.4479  0.01
N -2.1049 -0.9794 -0.0007  0.00
C -3.3279 -0.4396 0.2882  0.00
H -1.8465 1.0616 2.2209  0.00
H -2.0759 2.3824 1.2602  0.00
H -4.5722 2.4252 1.6054  0.00
H -6.6978 1.3022 1.0070  0.00
H -6.6839 -0.9794 0.0822  0.00
H -5.3397 -3.0059 -0.6495  0.00
H -3.0909 -4.0102 -1.0210  0.00
H -1.0721 -2.6206 -0.6563  0.00
N 1.8044 -2.9459 -4.4746  0.00
C 0.9991 -3.6424 -3.6515  0.00
N 0.0793 -4.4267 -4.2312  0.00
S 1.1255 -3.5380 -1.9782  0.00
H 1.8363 -3.1310 -5.4634  0.00
H 2.5891 -2.4775 -4.0593  0.00
H 0.0600 -4.5942 -5.2230  0.00
H -0.4845 -5.0065 -3.6359  0.00

As for the spin multiplicity: 2. The HOMO energy (spin up / spin down) comes out at -0.3630 / -0.3617 Eh. Its molar mass is 740.29 g mol⁻¹. The strongest force on any atom comes out at 1.00 eV/A. The expectation value of S² is 0.80. For the relative energy (zero: lowest compared OMol25 entry of this formula, charge and spin), the calculation gives 0.00 kJ/mol. Its HOMO-LUMO gap (spin up / spin down) is 7.1432 / 7.0039 eV. The net charge is +1.


(4)
A 8-piece molecular cluster, C67H133BN7O15 overall. Source: OMol25; level of theory: ωB97M-V/def2-TZVPD.

Last column: Mulliken charge in e.
CARTESIAN COORDINATES (ANGSTROEM)
O 2.2445 -1.5672 2.1083  -0.65
C 1.3844 -1.0718 1.3673  0.53
O 0.8188 -1.6422 0.3750  -0.46
B -0.0273 -0.6760 -0.3042  0.96
O 0.0771 0.5262 0.5357  -0.48
C 0.9340 0.4323 1.4652  0.71
O 1.2425 1.3657 2.1774  -0.65
O -1.4607 -1.1764 -0.5449  -0.42
C -1.6167 -1.3589 -1.8443  0.50
O -2.6095 -1.7299 -2.4909  -0.61
C -0.5083 -0.6365 -2.5721  0.69
O 0.4586 -0.4578 -1.7146  -0.49
O -0.3202 -0.3495 -3.7239  -0.63
C 10.4918 -9.4156 4.5527  -1.76
C 9.6593 -8.4576 5.4837  1.39
C 9.6404 -8.9223 6.9772  -1.27
C 10.8612 -8.6991 7.7456  -0.77
C 11.3459 -7.2197 7.6040  -1.10
C 11.4533 -6.6535 6.1699  1.74
N 10.1465 -7.0149 5.4804  0.18
O 9.8773 -6.3603 4.2505  -0.44
C 11.5249 -5.1200 6.1562  -1.96
C 12.7273 -7.1522 5.5506  -1.79
C 8.1882 -8.3463 4.9959  -1.84
H 9.7970 -10.2296 4.3460  0.51
H 11.3108 -9.8330 5.1385  0.41
H 10.8131 -8.9502 3.6209  0.29
H 8.7149 -8.6527 7.4860  0.49
H 9.4478 -9.9951 6.9726  0.44
H 11.5725 -9.4408 7.3823  0.34
H 10.6710 -9.0048 8.7744  0.37
H 12.3114 -7.2754 8.1068  0.41
H 10.7740 -6.5552 8.2516  0.42
H 10.5137 -4.7146 6.1924  0.44
H 12.1668 -4.8529 6.9956  0.46
H 11.9221 -4.6353 5.2643  0.33
H 13.6320 -6.7534 6.0095  0.45
H 12.7455 -8.2376 5.4520  0.30
H 12.8567 -6.7607 4.5416  0.38
H 7.7104 -7.4690 5.4321  0.43
H 7.6093 -9.1579 5.4367  0.48
H 8.1319 -8.4755 3.9151  0.34
H 9.4602 -5.5475 4.5454  0.32
C 0.7827 7.0154 -13.3370  -1.65
C -0.6219 6.5013 -13.9350  1.13
C -0.2917 5.5315 -15.1046  -1.07
C -1.4006 4.5496 -15.5943  -0.65
C -1.9107 3.7475 -14.4826  -1.11
C -2.2978 4.6946 -13.1853  1.60
N -1.1698 5.6890 -12.8301  0.04
O -1.3739 6.4256 -11.6877  -0.41
C -3.5733 5.4736 -13.4518  -1.70
C -2.5980 3.7813 -12.0292  -1.89
C -1.5003 7.7075 -14.4318  -1.52
H 1.2129 7.8889 -13.8269  0.45
H 1.5552 6.2499 -13.2636  0.35
H 0.7083 7.6079 -12.4252  0.36
H -0.1719 6.1710 -15.9791  0.38
H 0.6202 4.9477 -14.9795  0.37
H -1.1190 3.8942 -16.4184  0.40
H -2.2942 5.1030 -15.8829  0.26
H -1.2413 2.9360 -14.1971  0.44
H -2.6896 3.1434 -14.9479  0.37
H -3.6199 5.9223 -14.4441  0.25
H -4.4043 4.7924 -13.2689  0.48
H -3.5506 6.3308 -12.7789  0.31
H -3.4306 3.0981 -12.1970  0.39
H -1.7034 3.3031 -11.6301  0.44
H -2.8749 4.3966 -11.1732  0.42
H -1.1591 8.0235 -15.4176  0.38
H -1.5196 8.5901 -13.7926  0.44
H -2.5574 7.4639 -14.5387  0.34
H -1.7400 7.2644 -11.9779  0.37
C 6.6684 7.3874 8.4095  -1.75
C 5.6733 6.5991 7.6588  1.48
C 5.8700 5.2411 8.2003  -1.29
C 5.0692 5.0013 9.4880  -0.67
C 3.5695 5.2983 9.1998  -1.21
C 3.3937 6.8184 8.8105  1.65
N 4.2505 7.0021 7.6069  0.04
O 4.1935 8.3224 7.0935  -0.44
C 1.9272 6.9893 8.4861  -1.91
C 3.6149 7.7335 10.0347  -1.64
C 6.1422 6.5472 6.2105  -1.76
H 6.8625 8.3062 7.8562  0.50
H 7.6549 6.9994 8.6632  0.30
H 6.1961 7.6771 9.3482  0.44
H 5.6005 4.5156 7.4329  0.47
H 6.8732 4.9250 8.4864  0.40
H 5.6422 5.4265 10.3119  0.33
H 5.1290 3.9247 9.6477  0.40
H 3.0299 5.2270 10.1441  0.40
H 3.1021 4.5263 8.5885  0.39
H 1.5238 6.3961 7.6654  0.41
H 1.3155 6.8605 9.3790  0.42
H 1.7215 8.0041 8.1456  0.39
H 3.9364 8.7490 9.8034  0.28
H 2.7395 7.7836 10.6822  0.40
H 4.3100 7.2369 10.7117  0.38
H 7.0809 5.9937 6.1857  0.40
H 6.2770 7.5614 5.8347  0.32
H 5.4980 5.9941 5.5269  0.44
H 4.9019 8.7235 7.6023  0.41
C 8.6259 -1.1535 -2.3911  -1.70
C 8.6869 -1.2314 -3.8968  1.67
C 9.8665 -2.0773 -4.4603  -1.19
C 9.7399 -3.5627 -4.3612  -0.78
C 8.3966 -4.0749 -4.9595  -1.29
C 7.1634 -3.1877 -4.5063  1.33
N 7.4359 -1.7043 -4.5063  0.14
O 6.2820 -1.0725 -4.2700  -0.42
C 6.0966 -3.5256 -5.4832  -1.92
C 6.7215 -3.7057 -3.0935  -1.55
C 8.9997 0.2148 -4.5188  -1.81
H 8.3971 -2.0469 -1.8101  0.29
H 7.8971 -0.3893 -2.1210  0.43
H 9.5729 -0.8098 -1.9751  0.41
H 10.0955 -1.9038 -5.5118  0.37
H 10.7372 -1.7854 -3.8731  0.47
H 9.5829 -3.8429 -3.3197  0.29
H 10.6204 -4.1534 -4.6141  0.40
H 8.2893 -5.1222 -4.6771  0.46
H 8.4516 -3.8401 -6.0225  0.42
H 6.2905 -3.0189 -6.4285  0.47
H 6.2084 -4.5758 -5.7529  0.42
H 5.1122 -3.2335 -5.1176  0.37
H 7.5862 -4.1522 -2.6025  0.33
H 6.2840 -2.9715 -2.4171  0.30
H 5.9725 -4.4959 -3.1446  0.45
H 9.8231 0.8067 -4.1191  0.40
H 8.2334 0.8952 -4.1475  0.43
H 9.1269 0.2541 -5.6006  0.38
H 6.0786 -1.4941 -3.4318  0.43
C -8.6625 5.2900 4.2892  -1.58
C -7.6115 5.1888 5.4779  1.36
C -8.4023 4.7482 6.7384  -1.15
C -8.6730 3.2334 6.8906  -0.76
C -7.4013 2.5545 6.6034  -1.46
C -6.6086 2.7798 5.2901  1.88
N -6.5125 4.2372 5.0903  0.21
O -5.6232 4.5550 4.0661  -0.45
C -5.2536 2.0301 5.4983  -1.72
C -7.3022 2.1607 4.1586  -1.82
C -6.9175 6.5420 5.8221  -1.76
H -9.5325 5.9174 4.4831  0.39
H -9.1047 4.4418 3.7666  0.31
H -8.0981 5.6838 3.4439  0.40
H -7.8243 5.0669 7.6059  0.41
H -9.3983 5.1856 6.8084  0.44
H -9.4230 3.0209 6.1288  0.30
H -8.9730 2.8116 7.8498  0.38
H -7.6621 1.5046 6.7365  0.47
H -6.7669 2.5900 7.4890  0.50
H -4.8532 1.6509 4.5581  0.35
H -4.5824 2.6007 6.1402  0.41
H -5.5112 1.0484 5.8959  0.40
H -7.5566 1.1027 4.0951  0.37
H -8.2469 2.6179 3.8641  0.22
H -6.6188 2.1336 3.3100  0.41
H -7.6329 7.3186 6.0925  0.41
H -6.3270 6.9958 5.0262  0.35
H -6.2534 6.5090 6.6857  0.40
H -6.1117 4.6678 3.2474  0.33
C -3.1096 -10.5917 1.6519  -1.82
C -2.6630 -9.3480 2.5112  1.45
C -3.8147 -8.2625 2.3333  -1.16
C -3.8807 -7.0321 3.2387  -0.75
C -3.7908 -7.5841 4.6479  -1.11
C -2.5183 -8.5821 4.9522  1.44
N -2.3869 -9.6868 3.9594  0.39
O -1.5583 -10.7740 4.2023  -0.44
C -1.3337 -7.8302 5.2135  -1.68
C -2.8846 -9.2786 6.3201  -2.02
C -1.3661 -8.8417 1.9564  -1.83
H -2.4764 -11.4690 1.7844  0.39
H -3.2445 -10.3529 0.5970  0.39
H -4.0688 -10.9416 2.0333  0.44
H -3.7649 -7.8378 1.3307  0.44
H -4.7614 -8.7858 2.4676  0.35
H -4.6862 -6.3675 2.9266  0.41
H -3.0357 -6.3740 3.0363  0.35
H -4.6638 -8.1678 4.9398  0.43
H -3.6905 -6.6841 5.2546  0.43
H -1.6005 -7.1636 6.0336  0.42
H -0.6045 -8.5514 5.5826  0.41
H -0.6910 -7.3794 4.4573  0.24
H -3.8457 -9.7879 6.3900  0.39
H -2.1928 -10.0776 6.5869  0.53
H -2.9003 -8.5559 7.1359  0.41
H -1.2554 -8.9512 0.8775  0.48
H -0.5117 -9.4746 2.1961  0.37
H -1.0716 -7.8367 2.2587  0.30
H -2.1339 -11.1818 4.8534  0.37
C -10.3068 1.4743 -6.0367  -1.86
C -11.6907 1.9425 -6.2788  1.68
C -12.6900 1.3626 -5.1359  -1.24
C -12.7088 2.2782 -3.8975  -0.72
C -12.9936 3.7246 -4.1479  -1.16
C -11.9801 4.2588 -5.1674  1.23
N -11.8519 3.4125 -6.3918  0.15
O -10.9033 3.9227 -7.2748  -0.51
C -12.5338 5.6423 -5.5204  -1.85
C -10.5526 4.4292 -4.4281  -1.37
C -12.2359 1.3224 -7.4627  -1.95
H -9.8644 1.5805 -5.0462  0.42
H -9.5927 1.9153 -6.7321  0.36
H -10.2658 0.3857 -6.0730  0.47
H -13.7047 1.1376 -5.4643  0.46
H -12.2300 0.4297 -4.8099  0.45
H -11.7586 2.1161 -3.3887  0.30
H -13.5264 1.8950 -3.2870  0.39
H -12.8059 4.3343 -3.2641  0.46
H -14.0385 3.9818 -4.3212  0.39
H -12.4693 6.2572 -4.6227  0.38
H -11.9191 6.0169 -6.3389  0.43
H -13.5457 5.6106 -5.9243  0.44
H -10.5510 5.0257 -3.5159  0.36
H -9.8563 3.5905 -4.4287  0.26
H -10.0916 5.0234 -5.2171  0.42
H -13.1654 1.7669 -7.8185  0.43
H -12.4132 0.2776 -7.2078  0.38
H -11.3821 1.4079 -8.1347  0.44
H -11.3231 4.2310 -8.0812  0.35

As for the spin multiplicity: 1. The HOMO energy comes out at -0.2368 Eh. Its molar mass is 1287.65 g mol⁻¹. The strongest force on any atom comes out at 5.65 eV/A. For the relative energy (zero: lowest compared OMol25 entry of this formula, charge and spin), the calculation gives 1101.97 kJ/mol. Its HOMO-LUMO gap is 8.2058 eV. The net charge is -1.


What is the net charge in the third record?
+1


Which value of strongest force on any atom does entry 1 give?
0.43 eV/A


What is the net charge in the third record?
+1


Which of these has the lowest molar mass?
C5H10O